1.
Molecular formula: C5H25NO8
Method: DFT, the ωB97M-V functional and the def2-TZVPD basis

Values from the calculation:
Energy relative to the best compared isomer or geometry (same formula, charge and spin) ... 54.4 kcal/mol
Electronic energy ... -23460.2180 eV
Structure (SMILES) ... CN[C@H](C)CC=O.O.O.O.O.O.O.O

Positions of all 39 atoms, in Å:
C (1.68, -2.65, -0.87)
N (1.56, -1.47, -1.72)
C (0.24, -0.85, -1.72)
C (0.40, 0.43, -2.54)
C (-0.57, 1.47, -1.97)
O (-0.30, 2.23, -1.06)
C (-0.92, -1.66, -2.44)
H (1.46, -2.32, 0.19)
H (2.71, -3.02, -0.88)
H (1.08, -3.57, -0.98)
H (1.79, -1.75, -2.67)
H (-0.20, -0.62, -0.75)
H (1.44, 0.81, -2.63)
H (0.15, 0.31, -3.60)
H (-1.61, 1.49, -2.27)
H (-0.69, -1.71, -3.53)
H (-1.15, -2.69, -2.15)
H (-1.89, -1.20, -2.28)
H (1.97, -0.27, 0.03)
H (3.28, -0.66, 0.77)
O (2.46, -0.18, 0.86)
H (-1.73, 1.71, 1.66)
H (-1.70, 2.72, 0.60)
O (-1.91, 2.66, 1.54)
H (-1.14, -2.35, 0.80)
H (-0.32, -1.43, 1.71)
O (-0.28, -2.29, 1.25)
H (0.98, 1.35, 2.64)
H (1.48, -0.02, 2.24)
O (0.89, 0.39, 2.92)
H (-2.05, -0.18, 2.87)
H (-0.58, 0.10, 2.45)
O (-1.52, 0.00, 2.07)
H (-3.43, -1.19, 0.23)
H (-2.10, -0.32, 0.20)
O (-2.83, -0.66, -0.29)
H (0.89, 3.18, 1.04)
H (2.23, 2.49, 1.33)
O (1.38, 2.70, 1.72)

***

2.
Molecular formula: C5H25NO8
Method: DFT, the ωB97M-V functional and the def2-TZVPD basis

Values from the calculation:
Energy relative to the best compared isomer or geometry (same formula, charge and spin) ... 73.6 kcal/mol
Electronic energy ... -23459.3864 eV
Structure (SMILES) ... CCCCNC=O.O.O.O.O.O.O.O

Positions of all 39 atoms, in Å:
O (-2.76, -0.32, 0.47)
C (-2.48, -0.24, -0.71)
N (-1.96, -1.26, -1.50)
C (-1.32, -2.43, -0.93)
C (0.26, -2.55, -1.06)
C (1.19, -1.87, -2.09)
C (2.57, -1.83, -1.44)
H (-2.74, 0.67, -1.20)
H (-1.67, -0.98, -2.43)
H (-1.67, -3.37, -1.38)
H (-1.50, -2.60, 0.15)
H (0.55, -3.67, -1.08)
H (0.60, -2.20, -0.08)
H (0.95, -2.43, -3.02)
H (0.71, -0.93, -2.44)
H (3.38, -2.30, -1.98)
H (3.01, -0.89, -1.30)
H (2.73, -2.50, -0.43)
H (1.31, 3.57, 2.59)
H (2.18, 2.25, 2.95)
O (2.06, 3.21, 3.08)
H (-1.96, 3.54, 0.05)
H (-3.07, 2.75, 0.70)
O (-2.87, 3.19, -0.13)
H (-0.57, -0.10, 1.76)
H (-1.34, 1.35, 1.70)
O (-0.68, 0.75, 2.16)
H (-1.51, 2.07, -2.09)
H (-1.40, 2.58, -3.56)
O (-1.70, 1.81, -3.01)
H (-0.01, 4.16, 0.60)
H (0.21, 2.59, 0.67)
O (-0.28, 3.32, 0.18)
H (3.72, -0.58, 0.99)
H (2.67, -0.44, 2.01)
O (3.40, 0.05, 1.63)
H (-0.77, -1.76, 3.41)
H (0.59, -0.90, 3.52)
O (0.18, -1.71, 3.21)

***

| no. | frontier orbital gap (eV) | HOMO energy (eV) |
| --- | --- | --- |
| 1 | 10.035 | -9.6 |
| 2 | 9.782 | -9.8 |